Below is a 2-piece molecular cluster, C4H7OS2 overall in a non-equilibrium geometry, with properties calculated with ωB97M-V/def2-TZVPD.

XYZ file:
```
14
Properties=species:S:1:pos:R:3:forces:R:3:lowdin_charge:R:1
S 1.374635 -1.600308 -0.066461 0.84 -1.49 -2.43 0.718
S -1.521785 0.430476 2.797272 -0.85 0.16 -0.15 0.411
O 0.826753 -0.659053 2.799485 4.05 -1.51 1.59 -0.084
C -0.197075 0.658421 -1.874521 -2.00 -0.84 0.96 -0.137
C -0.158928 -0.374119 2.278338 -3.04 0.79 -3.67 -0.988
C -0.126842 0.662353 -0.324961 -1.82 -0.56 -1.03 -0.344
C -0.069608 -0.750244 0.188316 -1.86 1.63 3.01 -0.710
H 0.021293 1.564602 -2.282690 1.29 2.89 -1.02 0.011
H 1.795282 -1.272608 1.079300 1.45 0.37 2.56 -0.204
H -1.199146 0.522728 -2.367466 0.41 -0.54 1.11 0.083
H 0.808461 1.061958 0.052924 -0.10 0.98 -0.19 0.092
H 0.448307 -0.064293 -2.276074 1.03 -1.04 -0.64 0.022
H -1.084873 1.164511 0.037489 1.59 -0.39 0.08 0.090
H -0.916474 -1.344424 -0.040951 -0.98 -0.45 -0.16 0.038
```
Positions in Å, forces in eV/Å.

Total charge: -1
ΔE to the lowest compared entry with this formula, charge and spin in kJ/mol: 146.5
HOMO-LUMO gap in Eh: 0.24917
Spin multiplicity: 1
LUMO energy in eV: 3.48
Total energy in hartree: -1028.2244



Below is one molecule with the formula C4H8N2 in a non-equilibrium geometry, with properties calculated with ωB97M-V/def2-TZVPD.

XYZ file:
```
14
Properties=species:S:1:pos:R:3:forces:R:3:lowdin_charge:R:1
N 1.232496 0.449221 -0.115879 0.65 1.32 0.18 -0.075
N 2.519037 -0.112055 0.000351 1.50 -2.18 1.62 -0.030
C -1.909481 -1.445138 -0.073332 1.36 1.22 -0.31 0.091
C 0.300822 -0.480113 0.008274 0.49 -0.33 0.35 -0.152
C -1.578909 1.095093 0.025437 -3.22 3.38 -0.69 -0.157
C -1.042273 -0.292345 -0.064754 -1.74 -0.98 0.13 -0.500
H -1.576463 1.432863 1.154948 0.31 -0.17 -2.27 0.096
H -1.214850 2.020048 -0.764165 -0.35 -2.72 2.38 0.123
H 2.447200 -0.914969 0.770625 0.51 2.71 -1.40 0.125
H 0.907804 -1.390030 0.296102 -2.21 0.15 -0.86 0.137
H 2.698435 -0.761034 -0.792193 -0.27 1.20 0.00 0.089
H -1.123342 -2.215141 -0.144459 -0.33 -0.75 0.31 -0.041
H 1.110863 1.512631 -0.046974 0.33 -2.51 -0.21 0.186
H -2.771345 1.100971 -0.253983 2.98 -0.33 0.77 0.108
```
Positions in Å, forces in eV/Å.

Total charge: 0
ΔE to the lowest compared entry with this formula, charge and spin in kJ/mol: 622.5
HOMO-LUMO gap in Eh: 0.29227
Spin multiplicity: 1
LUMO energy in eV: -0.05
Total energy in hartree: -266.4849



Below is C29H33BGeN9O2RhS as an isolated structure, with properties calculated with ωB97M-V/def2-TZVPD.

XYZ file:
```
77
Properties=species:S:1:pos:R:3:forces:R:3:lowdin_charge:R:1
Rh -0.472437 0.204417 0.828082 -0.20 0.07 0.33 1.177
Ge 3.352104 -0.507574 -0.824519 -0.07 0.07 -0.02 0.994
S 0.796461 -1.922088 0.950870 -0.05 0.12 -0.07 0.769
O -1.198337 -0.516765 -1.165242 -0.09 -0.27 -0.04 -0.098
O -2.917708 -1.980466 2.648170 -0.02 -0.03 0.03 0.003
N -2.599069 2.402241 0.174554 0.07 0.19 0.05 -0.075
N 1.402117 -3.271918 3.107000 -0.06 -0.03 0.03 0.140
N -2.216211 -1.187748 0.651387 0.10 -0.22 -0.10 0.049
N -0.654032 -0.344840 3.072413 0.03 -0.25 0.05 -0.012
N -2.265045 1.595997 1.205146 -0.12 -0.12 -0.29 -0.046
N 0.177575 -1.389129 3.518504 -0.05 -0.04 -0.12 -0.031
N -3.801625 -2.870767 0.721154 -0.02 -0.02 0.01 -0.035
N 0.409484 2.002890 0.395994 0.37 0.18 -0.22 -0.117
N -0.171858 3.024148 -0.267837 -0.12 0.04 0.06 -0.060
C 7.177573 3.243595 -0.133772 -0.02 -0.02 0.01 -0.029
C 5.395068 1.358669 0.854636 -0.02 -0.02 0.00 -0.067
C 6.379808 2.503828 -1.042089 0.05 0.06 -0.06 -0.166
C 7.079268 3.042054 1.212087 -0.01 -0.01 0.00 -0.076
C -2.976255 -2.136632 -1.403025 -0.02 0.00 0.06 0.043
C 4.740451 -3.066163 -0.738422 -0.02 0.01 -0.04 -0.107
C 4.647502 0.807386 -1.465328 0.12 0.06 0.09 -0.266
C 5.710047 1.993852 -3.304033 -0.01 0.03 0.01 -0.068
C 2.199892 -1.146157 -2.280167 0.02 -0.05 -0.03 -0.236
C -4.473064 1.976321 1.276580 0.02 0.07 -0.07 -0.042
C -2.112000 -1.255400 -0.683643 0.07 0.12 0.01 -0.502
C 4.218693 -2.040025 0.049980 0.09 -0.11 -0.04 -0.349
C -4.690358 -3.770405 1.457728 0.00 0.03 0.00 0.005
C 6.175831 2.079798 1.711990 0.01 0.02 -0.01 -0.074
C 4.323215 -2.165980 1.434174 -0.06 0.11 0.04 -0.174
C 0.707065 4.006091 -0.400852 0.08 -0.01 0.07 -0.033
C 0.772978 -2.206410 2.622474 0.09 0.10 0.08 -0.766
C 6.487381 2.705534 -2.441764 -0.01 -0.01 0.03 -0.026
C 1.919335 3.635633 0.197120 -0.08 0.06 -0.06 -0.018
C 1.683581 2.375138 0.685240 -0.05 -0.05 0.04 -0.144
C 5.462316 1.546968 -0.549105 -0.03 -0.07 0.05 -0.190
C -3.402371 1.326664 1.864994 0.09 -0.01 0.13 -0.164
C 4.780197 1.052178 -2.808249 -0.07 0.00 -0.06 -0.104
C -2.969041 -2.006486 1.414140 -0.02 0.15 -0.06 -0.498
C 5.349493 -4.174855 -0.165479 0.00 -0.02 0.02 -0.078
C -3.785991 -2.906715 -0.645802 0.00 0.03 -0.01 -0.022
C 5.445867 -4.279920 1.214211 0.00 0.00 0.01 -0.086
C 4.932158 -3.268931 2.016300 0.01 -0.06 -0.01 -0.105
C -3.906664 2.651483 0.201350 -0.03 0.02 0.09 -0.069
B -1.604509 2.957606 -0.904400 0.02 -0.04 0.11 -0.378
H -4.404848 -4.806740 1.283825 0.00 0.00 0.01 0.101
H -1.906972 4.093649 -1.146284 -0.05 -0.02 -0.09 0.075
H 5.927699 -5.139415 1.661753 0.00 0.00 0.00 0.105
H 4.169863 0.520948 -3.528195 0.01 -0.02 0.02 0.083
H -4.601870 -3.541122 2.513651 0.00 -0.01 0.00 0.088
H -5.718056 -3.612155 1.136008 0.00 -0.01 0.01 0.101
H -1.588289 2.238690 -1.865252 0.05 -0.08 0.01 0.065
H -1.628146 -0.688869 3.085507 -0.07 -0.03 0.03 0.054
H 2.312947 -2.226350 -2.382298 0.00 0.00 -0.02 0.022
H -2.963480 -2.193066 -2.478845 0.00 0.00 0.00 0.123
H 5.796076 2.146666 -4.371801 -0.01 0.00 0.00 0.107
H 7.694503 3.609950 1.897169 0.00 0.00 0.00 0.105
H -4.473117 -3.618055 -1.084277 0.00 0.00 -0.01 0.141
H 1.147988 -0.927793 -2.094818 0.01 0.02 0.05 -0.016
H 7.197616 3.435720 -2.810177 0.01 0.00 0.00 0.116
H 4.679913 -3.006794 -1.820057 0.00 0.01 0.01 0.103
H -0.058865 -1.774743 4.423669 0.03 0.01 0.01 0.163
H 2.469602 -0.669417 -3.221182 -0.01 -0.03 -0.02 0.009
H 0.423780 4.908220 -0.916348 0.02 0.01 0.01 0.135
H -3.400212 0.679359 2.728342 -0.01 -0.02 -0.02 0.096
H 7.873307 3.972490 -0.531309 0.00 0.00 0.00 0.115
H 1.946413 -3.843186 2.479740 0.03 0.01 -0.03 0.108
H -4.345226 3.310310 -0.529309 -0.02 0.00 0.01 0.131
H 5.754463 -4.954826 -0.797300 0.00 0.00 0.00 0.107
H 3.926444 -1.386030 2.078393 0.01 0.01 -0.01 0.084
H 1.454943 -3.468916 4.093418 0.03 0.03 0.01 0.129
H 5.023994 -3.333148 3.094025 0.00 0.00 0.01 0.102
H -0.519113 0.458196 3.678239 -0.03 0.04 -0.05 0.123
H 4.720483 0.608353 1.251541 -0.03 0.01 0.00 0.059
H 2.333471 1.708933 1.227996 0.05 -0.01 -0.01 0.084
H 6.112013 1.908875 2.779115 0.00 0.00 0.00 0.103
H -5.501728 1.983686 1.589284 0.00 -0.01 0.01 0.099
H 2.827515 4.208366 0.257425 0.01 -0.01 0.01 0.110
```
Positions in Å, forces in eV/Å.

Total charge: +1
ΔE to the lowest compared entry with this formula, charge and spin in kJ/mol: 8.4
HOMO-LUMO gap (alpha / beta) in Eh: 0.25057 / 0.17819
Spin multiplicity: 6
LUMO energy (alpha / beta) in eV: -2.34 / -5.34
Total energy in hartree: -4378.4243



Below is a 2-piece molecular cluster, C2H6OS2 overall in a non-equilibrium geometry, with properties calculated with ωB97M-V/def2-TZVPD.

XYZ file:
```
11
Properties=species:S:1:pos:R:3:forces:R:3:lowdin_charge:R:1
S -1.096151 -1.483938 0.072572 0.53 0.07 0.46 0.324
S 0.144439 -0.544913 -1.226763 0.24 -1.04 -2.41 0.223
O 0.486247 3.028544 0.867997 2.53 -1.50 -2.40 -0.077
C 1.256222 2.656071 -0.056811 -0.83 1.40 5.22 -0.125
C -0.005694 -1.271934 1.574970 -0.60 1.25 -1.29 -0.442
H -0.597537 -0.545510 2.145138 0.76 -0.09 0.22 0.019
H 0.282397 -1.568583 -2.247507 -0.09 1.40 1.62 -0.125
H 1.013928 -0.877285 1.249232 -1.48 -0.83 0.70 0.036
H 0.851500 2.866645 -1.013018 0.41 -0.41 -1.68 0.052
H -0.061581 -2.227761 2.032214 0.65 -0.71 0.70 -0.005
H 2.345532 2.280946 0.248065 -2.13 0.48 -1.15 0.120
```
Positions in Å, forces in eV/Å.

Total charge: 0
ΔE to the lowest compared entry with this formula, charge and spin in kJ/mol: 129.8
HOMO-LUMO gap in Eh: 0.33146
Structure (SMILES): C=O.CSS
Spin multiplicity: 1
LUMO energy in eV: 0.41
Total energy in hartree: -951.3426